Record 1
# C17H62N18O14

14 unconnected molecules or ions with the total composition C17H62N18O14 (ωB97M-V/def2-TZVPD, the Open Molecules 2025 dataset).

Each line ends with the Löwdin charge.
Geometry (Å):
1 C -0.44283 -2.97806 -3.61949  -0.094
2 C 0.46017 -3.21206 -2.44449  -0.306
3 O 1.41217 -2.21906 -2.59649  -0.092
4 H -0.79183 -1.97006 -3.72649  0.041
5 H -1.39183 -3.49206 -3.59849  0.054
6 H -0.05583 -3.36506 -4.54349  0.067
7 H 0.96217 -4.15306 -2.61949  0.111
8 H -0.03683 -3.27206 -1.47049  0.097
9 H 0.97517 -1.37706 -2.34849  0.025
10 C -1.68583 -3.35406 3.43051  -0.087
11 C -0.15983 -3.36806 3.48751  -0.272
12 O 0.24017 -2.97106 2.19351  -0.123
13 H -2.12583 -3.60406 4.45151  0.105
14 H -2.07283 -4.00006 2.67451  0.064
15 H -2.10483 -2.34406 3.23951  0.056
16 H 0.27317 -4.32206 3.83451  0.126
17 H 0.06517 -2.56406 4.22551  0.088
18 H 1.18317 -3.04906 2.05851  0.025
19 C -1.21783 3.22094 -2.00849  -0.078
20 C -1.61183 4.67094 -1.58149  -0.309
21 O -2.48783 5.18894 -2.52749  -0.060
22 H -0.66783 2.86394 -1.08849  0.053
23 H -0.71983 2.94194 -2.92949  0.078
24 H -2.05983 2.54094 -2.01749  0.042
25 H -0.67383 5.22394 -1.54349  0.095
26 H -2.06683 4.63094 -0.57049  0.107
27 H -2.01783 5.17194 -3.35349  0.079
28 C 0.10417 -0.10706 -0.34549  -0.503
29 O 0.37217 0.15394 -1.70449  -0.134
30 N 0.94417 -0.77306 0.40751  0.180
31 N -1.00283 0.20594 0.23251  0.134
32 H 1.84117 -1.17706 -0.01849  0.104
33 H 0.68817 -1.06206 1.36951  0.118
34 H -1.88183 0.65594 -0.21449  0.098
35 H -0.98883 0.34294 1.27951  0.072
36 C 1.45317 4.20394 1.14351  -0.585
37 O 1.41717 4.13394 -0.25649  -0.085
38 N 0.61517 3.58794 1.94351  0.132
39 N 2.46717 4.65594 1.81951  0.090
40 H -0.31083 3.18294 1.60551  0.090
41 H 0.80417 3.40794 2.97651  0.167
42 H 3.32217 4.97194 1.39051  0.132
43 H 2.29617 5.22194 2.75151  0.203
44 C 3.41417 1.31694 -2.15149  -0.694
45 O 3.55317 -0.00806 -1.91049  -0.076
46 N 2.32017 1.74294 -2.68649  0.145
47 N 4.44217 2.06094 -2.31149  0.153
48 H 1.43017 1.23194 -2.51549  0.071
49 H 2.20017 2.76494 -2.90049  0.154
50 H 5.15817 1.49594 -1.81749  0.133
51 H 4.38817 3.07994 -1.95349  0.155
52 C -3.72383 0.42194 -1.80949  -0.566
53 O -4.59083 1.03594 -2.70049  -0.079
54 N -2.60883 -0.09006 -2.22849  0.115
55 N -3.66383 0.69294 -0.48049  0.120
56 H -2.62983 -0.22906 -3.24949  0.160
57 H -1.66483 0.23594 -2.03849  0.087
58 H -4.55683 1.23294 -0.30549  0.156
59 H -3.50983 -0.03706 0.28451  0.089
60 C 1.54117 -0.27306 -5.23949  -0.728
61 O 0.42917 -0.01606 -4.60849  -0.040
62 N 1.62917 -1.37906 -5.92449  0.114
63 N 2.64917 -0.31206 -4.65949  0.140
64 H 2.06317 -1.35506 -6.85649  0.113
65 H 0.62117 -1.59606 -6.19849  0.131
66 H 3.35717 0.14894 -5.31749  0.167
67 H 2.50517 0.41094 -3.88149  0.081
68 C 3.34217 1.28794 1.67351  -0.569
69 O 4.14917 0.22094 1.26151  -0.137
70 N 3.86017 2.41194 2.21751  0.138
71 N 2.06117 1.20994 1.72351  0.111
72 H 4.89117 2.39594 2.28051  0.120
73 H 3.29117 3.32994 2.20051  0.048
74 H 1.62717 0.44494 1.10651  0.073
75 H 1.47717 2.15094 1.79051  0.107
76 C -0.08583 0.18794 3.99251  -0.617
77 O -0.76483 0.35494 2.83551  -0.104
78 N -0.71783 -0.00206 5.14151  0.162
79 N 1.20517 0.22294 4.05151  0.184
80 H -1.73583 -0.09406 5.00151  0.137
81 H -0.12083 -0.48106 5.90251  0.164
82 H 1.65717 0.66694 3.24851  0.046
83 H 1.78717 0.21194 4.88951  0.136
84 C -2.29083 -3.19406 -0.29549  -0.586
85 O -2.37183 -4.62706 -0.18449  -0.163
86 N -2.81883 -2.56906 -1.32649  0.175
87 N -1.74183 -2.34406 0.47751  0.118
88 H -3.17783 -3.21206 -1.96449  0.089
89 H -2.70083 -1.56306 -1.60449  0.048
90 H -1.14583 -2.74506 1.23251  0.083
91 H -1.50983 -1.31306 0.23651  0.085
92 C 3.03617 -3.28706 0.33251  -0.605
93 O 2.74317 -4.33306 -0.47549  -0.056
94 N 3.24217 -2.06806 -0.06549  0.136
95 N 2.93517 -3.37006 1.62951  0.134
96 H 3.17117 -1.76806 -1.00749  0.067
97 H 3.73617 -1.40206 0.56451  0.084
98 H 2.98517 -4.25806 2.08451  0.124
99 H 3.15217 -2.58206 2.27451  0.145
100 C -2.58483 2.63194 2.39251  -0.139
101 O -1.84583 2.88894 1.22951  -0.180
102 H -3.42183 3.33994 2.47551  0.095
103 H -1.93083 2.71994 3.26151  0.077
104 H -2.98583 1.60794 2.37951  0.072
105 H -2.45183 2.72494 0.47451  0.085
106 C -4.69783 -1.86306 1.80451  -0.111
107 O -3.51283 -1.06206 1.80351  -0.193
108 H -5.08383 -2.13306 0.85951  0.064
109 H -5.56183 -1.48506 2.41251  0.095
110 H -4.38483 -2.75706 2.36751  0.081
111 H -2.77883 -1.52006 1.38651  -0.031

Values from the calculation:
HOMO, hartree: -0.301
Charge: 0

***

Record 2
# C17H62O14

14 unconnected molecules or ions with the total composition C17H62O14 (ωB97M-V/def2-TZVPD, the Open Molecules 2025 dataset).

Each line ends with the Löwdin charge.
Geometry (Å):
1 C 10.35714 10.06266 6.51232  -0.179
2 O 11.11312 9.29797 7.43704  -0.152
3 H 9.91772 11.01949 6.85483  0.080
4 H 11.17379 10.27868 5.79309  0.078
5 H 9.60347 9.48503 5.91779  0.079
6 H 10.62976 9.23424 8.29172  0.045
7 C 8.71098 7.08273 14.59512  -0.130
8 O 9.47236 7.84890 13.62370  -0.160
9 H 9.07078 7.24402 15.62367  0.074
10 H 7.71501 7.41588 14.64617  0.051
11 H 8.71589 6.02855 14.33968  0.080
12 H 10.17372 7.28298 13.17779  0.073
13 C 9.49180 5.61521 10.12905  -0.146
14 O 10.49803 6.36617 10.78667  -0.129
15 H 9.69515 5.43002 9.07190  0.066
16 H 9.47037 4.63061 10.53000  0.066
17 H 8.48380 6.04225 10.17729  0.072
18 H 10.71100 7.15454 10.25201  0.058
19 C 12.23673 10.46771 12.19363  -0.147
20 O 11.95633 9.11950 11.96507  -0.145
21 H 12.33607 10.86434 11.19460  0.082
22 H 11.46269 10.98292 12.74116  0.076
23 H 13.16098 10.63454 12.76032  0.088
24 H 12.13821 8.51579 12.70045  0.023
25 C 17.13738 6.82673 6.15413  -0.112
26 O 16.16519 7.14956 7.16687  -0.155
27 H 18.13266 6.62025 6.58484  0.087
28 H 16.70136 6.03161 5.50623  0.094
29 H 17.23251 7.71850 5.51054  0.081
30 H 15.46665 6.50796 6.94868  0.050
31 C 14.29645 1.96066 10.25856  -0.140
32 O 13.49821 3.14854 10.26392  -0.170
33 H 13.54277 1.18512 10.26561  0.076
34 H 14.90497 1.82948 9.32523  0.097
35 H 14.81385 1.95588 11.19255  0.057
36 H 13.96993 3.92120 9.87553  0.036
37 C 17.57672 4.14560 9.86321  -0.170
38 O 18.30713 5.00710 10.70230  -0.143
39 H 17.11397 4.60940 9.00818  0.056
40 H 18.20366 3.26416 9.51738  0.093
41 H 16.71257 3.64010 10.39664  0.076
42 H 18.22512 5.91517 10.28997  0.072
43 C 17.85120 4.24967 14.02653  -0.137
44 O 17.03834 5.20868 13.31567  -0.143
45 H 18.59748 4.72641 14.64285  0.063
46 H 17.22683 3.71013 14.70947  0.059
47 H 18.38503 3.51649 13.40806  0.080
48 H 17.29470 5.30572 12.39926  0.014
49 C 12.76408 2.36713 13.27361  -0.171
50 O 11.71010 2.86523 12.45509  -0.170
51 H 13.19049 1.45412 12.74670  0.083
52 H 13.52436 3.17870 13.41560  0.079
53 H 12.33434 2.11780 14.20619  0.055
54 H 12.16140 3.19144 11.61195  0.064
55 C 12.24491 5.92632 6.75933  -0.127
56 O 13.54865 5.38963 6.62078  -0.136
57 H 11.68378 5.48910 7.55406  0.061
58 H 12.31128 7.04789 6.86455  0.096
59 H 11.58963 5.81095 5.86854  0.090
60 H 13.50296 4.41751 6.67022  0.112
61 C 8.47250 9.36798 10.34427  -0.121
62 O 9.84747 9.09337 10.09487  -0.182
63 H 8.28640 9.94902 11.24446  0.079
64 H 8.07997 9.90526 9.45141  0.086
65 H 7.96312 8.38977 10.50047  0.079
66 H 10.47507 9.43007 10.80086  0.077
67 C 17.17024 9.77993 10.09735  -0.073
68 C 18.16671 8.77531 9.42888  -0.275
69 O 17.60339 7.46553 9.40754  -0.147
70 H 16.14546 9.74916 9.68708  0.071
71 H 17.54969 10.80514 10.05972  0.065
72 H 17.05551 9.39658 11.14537  0.080
73 H 19.06280 8.69610 10.02910  0.104
74 H 18.53777 9.05202 8.41489  0.114
75 H 16.82551 7.35653 8.82039  0.054
76 C 14.84311 6.73329 11.36137  -0.037
77 C 14.02140 6.43298 10.12964  -0.294
78 O 14.52795 5.42434 9.31447  -0.088
79 H 15.81668 7.23168 11.09673  0.077
80 H 15.07105 5.77286 11.83279  0.069
81 H 14.22915 7.31640 12.03988  0.063
82 H 13.98458 7.33800 9.53996  0.118
83 H 13.01190 6.16816 10.40517  0.100
84 H 14.21602 5.57623 8.42515  0.036
85 C 14.20696 6.74509 15.44469  -0.065
86 C 13.01842 6.31310 14.60552  -0.270
87 O 12.39821 7.41570 13.93320  -0.102
88 H 13.86550 7.54741 16.08794  0.068
89 H 15.06079 7.04330 14.85175  0.069
90 H 14.47364 5.93493 16.13295  0.082
91 H 12.32755 5.75759 15.20705  0.107
92 H 13.32998 5.52928 13.91622  0.100
93 H 11.91800 7.96527 14.55441  0.095

Values from the calculation:
HOMO, hartree: -0.346
Charge: 0

***

Orbital gap values, unit eV, following the record order: 7.451 9.793.